1.
Molecular formula: C2H6BeFO4PS
Method: DFT, ωB97M-V with the def2-TZVPD basis set

XYZ file:
```
16
Properties=species:S:1:pos:R:3:forces:R:3
C 2.7866 1.2644 -0.4917 -0.973 -1.303 -0.023
P -2.3134 -1.7375 0.3922 7.449 0.165 9.382
S -0.5735 0.2535 -0.7063 4.883 -0.899 -3.101
C 1.4140 1.5973 0.4042 3.066 1.656 1.668
O 0.4540 -0.9384 -0.7612 -3.985 4.246 1.066
O -1.6241 -0.1490 0.6187 -2.257 -3.690 -0.499
O 0.2066 1.7437 -0.4305 -0.671 -3.845 1.150
H 3.4644 2.2215 -0.6291 -1.249 -2.329 0.512
Be -5.0875 -2.0351 -0.4711 -0.300 0.047 -0.009
H -1.5599 -2.6045 -0.4779 -0.532 0.740 -0.450
O -2.2893 -2.4409 1.8427 -1.276 2.543 -6.088
H 1.6227 2.6785 0.8653 -0.937 -2.329 -1.038
F 3.5156 0.1419 0.1878 -1.764 2.950 -1.603
H 1.2967 0.8669 1.3108 0.101 1.141 -2.004
H 2.3712 0.8479 -1.5238 1.319 0.850 2.094
H -3.6841 -1.7103 -0.1302 -2.872 0.056 -1.056
```
Positions in Å, forces in eV/Å.

Output
* highest occupied orbital energy: -16.8664 eV
* net charge: +2
* frontier orbital gap: 0.0849 hartree
* 2S+1: 1



2.
Molecular formula: C17H29As2NO5RuS5
Method: DFT, ωB97M-V with the def2-TZVPD basis set

XYZ file:
```
60
Properties=species:S:1:pos:R:3:forces:R:3
As 2.2898 -1.0993 0.9881 -1.313 -0.849 -0.580
S 3.4756 -3.2296 -2.9630 -0.105 0.309 -0.319
H -1.0989 0.5325 4.0826 0.057 0.000 0.032
H -0.3289 -2.7208 0.8684 -0.075 0.095 -0.087
O -1.0170 1.1393 -1.2581 0.019 0.162 0.502
C 2.2452 4.0185 -0.3957 -0.064 0.033 -0.020
C 0.4044 -3.2815 1.4469 0.120 -0.022 0.104
O -0.0125 0.7900 2.3314 -0.188 0.035 0.017
H 1.7051 1.9696 -0.7847 0.001 -0.104 -0.010
C -1.1594 2.3791 -1.0832 -0.220 0.118 0.012
As 3.1674 -1.2602 -3.6539 0.665 -0.100 0.440
H -3.2378 -0.0029 2.8892 0.026 -0.067 0.130
C -0.4178 4.5961 -0.6672 0.178 0.052 0.187
O -2.7432 4.8859 0.4751 -0.104 0.008 0.087
C 1.7973 5.3312 -0.2637 0.010 -0.032 -0.004
H -2.5841 1.5598 2.3860 -0.103 0.029 -0.114
H 5.3095 -1.9425 1.4618 -0.018 0.012 -0.047
C 2.9137 -1.0361 2.8235 -0.005 0.561 0.227
H 4.0371 0.2416 4.1767 0.018 0.015 -0.008
O -2.5900 5.3993 -1.9272 -0.074 0.044 -0.026
C 0.4474 5.6378 -0.3967 -0.054 0.009 -0.045
N -2.3233 3.0080 -1.1431 0.164 -0.332 -0.020
C 4.9377 -2.1657 0.4566 0.117 -0.014 0.016
S 4.7975 0.0679 -3.4574 -0.232 -0.270 -0.211
H -0.9118 -0.8978 3.0394 0.125 -0.018 -0.079
S 1.4924 -0.1968 -2.3932 -1.010 -0.533 0.976
H 0.9492 2.5571 2.0579 0.120 0.023 -0.087
Ru 0.1212 -0.2031 0.0048 1.320 0.254 -0.847
H 4.5278 -3.1771 0.4585 0.028 0.037 -0.035
S -2.1801 4.5838 -0.8182 0.100 0.087 -0.074
H -3.5778 1.3905 0.2218 0.033 0.067 -0.006
H 5.7865 -2.1612 -0.2285 0.011 -0.039 0.029
C -1.0922 0.1770 3.0474 0.274 0.144 0.039
H 0.1529 -4.3384 1.3381 0.033 -0.020 0.059
H 0.1410 2.3992 3.6333 -0.014 -0.036 0.026
H 3.1592 1.1237 2.9263 -0.017 -0.022 0.005
H 2.0351 -1.0899 3.4676 -0.026 -0.027 0.014
C 3.7310 0.2151 3.1288 -0.001 -0.002 0.059
H 4.6348 0.2535 2.5175 -0.013 0.001 -0.001
C 0.0108 3.2911 -0.7965 -0.005 -0.004 -0.034
H 3.6055 -1.4016 -1.0418 -0.050 -0.082 -0.058
H 3.3027 3.8025 -0.3023 -0.027 -0.012 -0.016
S 0.1879 -1.6685 -1.8060 0.186 0.643 0.041
H -0.8048 2.7264 2.1565 -0.009 0.009 -0.029
C 1.8268 -3.0050 0.9656 -0.079 -0.162 0.024
H -3.2376 -0.0542 -0.7318 0.044 -0.031 -0.033
C -3.4246 0.3138 0.2701 0.086 -0.176 0.148
C -2.3971 0.4796 2.3767 -0.093 0.066 -0.111
O -2.2748 -0.0015 1.0656 -0.454 -0.061 -0.272
H 4.3295 -0.1486 -0.0823 0.053 0.065 -0.010
H -4.3068 -0.1708 0.7007 -0.017 -0.050 -0.003
C 1.3539 2.9846 -0.6670 0.147 0.092 -0.035
H 0.2743 -3.0098 2.4997 0.007 -0.037 -0.019
H 1.9490 -3.3164 -0.0724 -0.013 -0.012 -0.040
C 3.9155 -1.1551 -0.0341 0.353 0.281 0.094
C 0.0602 2.1968 2.5611 -0.027 -0.027 -0.031
H 2.5100 6.1226 -0.0657 -0.012 -0.016 0.007
H 3.5004 -1.9399 2.9746 0.049 -0.051 0.038
H 2.5414 -3.5572 1.5781 0.066 -0.005 -0.016
H 0.0860 6.6548 -0.3044 0.013 -0.045 0.016
```
Positions in Å, forces in eV/Å.

Output
* highest occupied orbital energy (spin up / spin down): -4.0857 / -3.9519 eV
* net charge: -1
* frontier orbital gap (spin up / spin down): 0.1844 / 0.1814 hartree
* ΔE to the lowest compared entry with this formula, charge and spin: 63.1 kcal/mol
* 2S+1: 2
* expectation value of S²: 0.7795



3.
Molecular formula: C26H29N3O6
Method: DFT, ωB97M-V with the def2-TZVPD basis set

XYZ file:
```
64
Properties=species:S:1:pos:R:3:forces:R:3
H -1.2778 -5.0126 2.5306 0.122 -0.017 0.131
H 3.0524 0.8621 2.9252 0.087 0.035 0.057
H 2.5237 1.6439 -7.9386 0.060 -0.057 -0.075
H 1.0725 1.1247 -1.2952 0.023 0.007 0.108
C 1.7674 -0.8823 4.6000 -0.100 0.000 0.063
C -0.2679 -0.2894 -4.6141 0.123 0.112 -0.122
H -0.3808 4.5413 5.2762 0.017 0.107 0.204
C 2.1563 2.5420 -7.4501 -0.149 -0.168 0.398
C 0.1137 -2.2016 -0.6941 0.253 -0.208 0.359
C -1.0967 2.9663 2.5069 1.150 0.479 0.454
H 2.6277 -0.5596 5.1886 0.003 0.018 0.063
C -1.4042 -4.5128 1.5909 -0.800 -0.410 -0.060
H 0.1604 0.1068 3.5378 -0.144 0.029 -0.010
C -1.3385 -0.3362 -0.0603 -0.330 0.361 0.016
H 1.6626 1.0456 1.8421 0.112 0.020 -0.039
N -0.5737 -0.9348 -0.9869 0.131 -0.415 -0.227
H 2.8759 1.9715 -5.4930 -0.131 0.038 0.018
H 3.2222 -1.1744 1.6500 -0.131 0.030 0.096
H 1.2206 2.8331 -7.9195 -0.064 0.057 -0.073
C 1.4274 -1.9352 0.0835 -0.417 -0.098 -0.250
H -1.4931 1.4736 -1.2592 -0.231 -0.086 0.062
H -1.3737 -1.6628 -3.4089 -0.091 -0.104 0.003
C 2.0917 0.4352 2.6351 -0.080 -0.008 -0.051
O -1.5074 -0.7828 1.0653 -0.055 0.047 0.144
C -0.8071 4.0118 4.4493 -0.554 -0.117 0.073
H 0.2750 -1.2669 1.6115 0.000 -0.095 -0.194
O 2.5081 -2.1734 -0.4152 0.356 -0.132 -0.235
C -0.1951 -0.3275 -2.2190 0.185 0.348 -0.253
O -0.4284 -3.6758 1.2050 0.404 0.140 0.026
C 2.2873 -1.0210 2.1937 0.348 0.011 -0.162
C -0.1517 3.6068 3.2678 -0.509 -0.444 -0.680
C 1.9339 2.2733 -5.9702 0.249 0.283 -0.126
C -2.3959 -4.5559 0.6624 0.295 -0.055 0.444
H -2.5265 -3.4561 -1.2737 -0.063 0.094 -0.227
C 1.1189 1.2793 -3.4286 0.098 0.151 -0.320
C -2.0969 3.5890 4.3248 0.477 0.401 0.562
H 1.4988 -2.6578 3.3637 0.049 -0.057 -0.017
C 2.2178 -1.8494 3.4951 0.105 -0.059 0.074
H 0.4038 -2.6217 -1.6649 0.011 0.119 0.304
N 1.2266 -1.4094 1.2923 -0.086 0.341 0.339
C -0.9598 2.3206 1.1967 -0.562 0.040 -0.061
C -0.6785 -0.8368 -3.4188 0.084 0.173 0.083
C 1.1835 0.3170 3.8548 0.204 0.066 0.102
C -0.7872 -3.1652 0.0126 -0.733 -0.256 -0.784
O 0.9813 1.2312 -5.8626 -0.120 -0.140 -0.080
O -2.2844 2.9579 3.1595 -0.284 -0.263 -0.366
H -0.6309 -0.6706 -5.5551 -0.046 -0.050 -0.116
H 2.8827 3.3397 -7.5756 0.072 0.082 -0.034
H 1.8199 2.0977 -3.4072 0.067 0.086 -0.039
C -1.9924 -3.6795 -0.3727 0.683 0.298 0.046
H 0.8727 3.7586 2.9988 0.220 -0.018 -0.130
H 3.1827 -2.2969 3.7274 0.008 -0.082 0.000
H -2.9437 3.6753 4.9773 -0.164 -0.045 0.002
N -2.1187 1.8318 0.6819 -0.264 -0.044 -0.071
H -2.8908 1.7029 1.3176 0.094 0.024 -0.009
H 1.0480 -1.3398 5.2776 0.034 -0.011 0.101
H 1.5596 3.1781 -5.4717 0.054 -0.132 0.015
H -3.2966 -5.1333 0.7029 -0.160 -0.154 0.091
O 0.1053 2.2640 0.6057 0.101 0.006 0.003
C 0.6401 0.7732 -4.6345 -0.139 -0.132 0.221
C -2.0437 0.9625 -0.4689 0.291 0.137 0.148
H -3.0531 0.7308 -0.8133 0.083 -0.005 -0.013
C 0.7071 0.7260 -2.2295 -0.131 -0.309 0.002
H 1.1725 1.2215 4.4618 -0.117 0.032 0.009
```
Positions in Å, forces in eV/Å.

Output
* highest occupied orbital energy: -8.3768 eV
* net charge: 0
* SMILES string: CCOc1ccc(N(C(=O)CNC(=O)c2ccco2)[C@@H](C(=O)NC2CCCC2)c2ccco2)cc1
* frontier orbital gap: 0.3325 hartree
* ΔE to the lowest compared entry with this formula, charge and spin: 63.2 kcal/mol
* 2S+1: 1



4.
Molecular formula: C28H50F9N3O6S
Method: DFT, ωB97M-V with the def2-TZVPD basis set

XYZ file:
```
97
Properties=species:S:1:pos:R:3:forces:R:3
F 0.9922 -4.6729 -3.2979 0.392 0.499 3.258
H -0.0785 5.3194 3.0077 -1.642 -0.791 -0.073
H 4.3130 1.9377 1.7187 0.132 -1.472 -0.876
C -9.3484 -1.0314 1.2414 0.830 -0.338 -0.849
C -1.7412 3.1396 -1.4422 -2.292 1.497 -0.637
C -3.7386 1.6218 1.3010 0.141 -1.179 0.771
C 1.5625 -3.0551 -1.4418 2.742 -0.640 -1.227
H 1.4439 -9.4129 -0.4959 -0.225 0.108 -0.130
H -9.6161 -0.9511 0.1276 0.491 -0.141 1.594
H 5.6014 0.7636 3.5043 1.007 -0.092 -1.050
C 0.4985 2.1185 -1.1246 0.790 -2.341 -2.269
H -1.7260 1.9921 2.2837 -0.329 -0.928 -1.485
H -4.0652 1.7142 0.2151 0.499 0.100 1.298
C -8.3004 0.1147 1.6186 -1.572 2.026 1.990
H -4.0510 2.5558 1.8881 0.550 -1.255 -0.961
C 1.9659 -10.2775 -0.0598 -0.545 0.650 -0.393
H 3.8442 -9.3476 -0.4134 0.452 0.000 -0.452
C -2.1467 1.3027 1.4608 -1.579 0.817 0.564
O 0.1432 -2.1601 1.4330 0.770 1.900 -3.920
C -0.0811 0.3369 0.4140 1.308 2.367 0.733
H 1.5617 2.4963 -5.4818 -0.616 0.603 0.365
F 2.7319 -5.0998 -1.9342 -2.888 1.417 -0.024
H 2.5186 0.0156 -1.7195 -0.483 0.076 1.500
C 0.2311 -2.2007 -1.4168 -1.011 -0.068 -3.603
H 2.3076 3.3671 -1.5763 -1.579 -0.412 -0.737
F 0.3708 -1.1214 -2.3690 -0.440 -1.840 2.248
H -4.1073 -0.0148 2.8836 -0.826 0.774 -1.412
C -1.0137 4.6553 2.8936 0.500 -0.564 -0.410
N 1.2363 3.0300 -4.6605 0.790 -0.658 0.764
C 3.3583 -9.8464 0.4523 -0.953 -1.122 -0.172
C -0.2405 3.6369 0.6102 -0.456 2.897 2.002
H 3.8168 2.2169 -0.6476 0.030 -1.380 0.344
C 2.5159 0.2921 -0.6179 0.674 0.490 0.063
C -1.3918 4.5293 1.3153 -0.044 -0.209 1.313
H -2.7864 3.0183 -0.9802 1.587 0.127 -0.407
H -0.7531 4.9505 -3.7185 -1.472 -0.657 0.634
C -4.5742 0.3588 1.8984 -0.117 0.555 -0.559
H 0.4908 4.3996 0.1521 -1.155 -1.601 0.111
H 0.8380 4.0012 -2.4505 0.279 -1.295 0.736
H 5.9148 -0.7685 1.1927 -0.188 1.754 -0.155
F 2.3100 -3.1167 -0.2606 -1.979 0.546 -2.079
H 3.1656 -8.9820 1.1234 -0.013 0.259 0.602
C -1.3389 1.3396 0.0886 -0.104 -3.497 2.529
C 0.5652 -5.5175 -0.9491 -0.974 -3.160 0.935
H -4.5291 -0.5286 1.1678 -0.057 1.397 1.032
H 2.8806 2.1338 -3.5413 -1.530 0.319 0.082
O 3.9530 -10.9191 0.9700 0.847 0.234 0.329
H -1.4377 5.5986 0.9288 0.042 -1.629 0.070
H 0.3352 3.1604 1.4774 -0.970 -0.012 -1.676
H -2.4288 4.0229 -3.7556 0.985 0.656 0.815
C 1.7507 2.2575 -3.4639 -0.742 -0.058 -0.021
H -8.9264 -2.0793 1.4261 -0.386 1.564 -0.346
H 4.6689 0.6441 -1.0626 -0.915 0.634 0.887
H -2.0037 0.7739 -0.6506 0.966 1.464 0.407
N 6.9793 2.2005 2.7100 -0.127 -0.637 -0.482
H 0.0048 0.4244 1.5616 -0.130 -1.081 -1.784
F -0.8503 -2.9785 -1.9511 2.779 1.661 1.623
F 1.3722 -6.5963 -0.5217 -2.209 2.970 -1.198
H -10.3082 -0.9334 1.8393 1.513 0.305 -0.640
H 1.2811 1.2209 -3.5397 0.738 1.022 0.731
H -1.7371 2.5157 -2.3920 0.558 0.287 1.478
H 0.2068 3.0732 -4.6410 0.767 -0.342 -0.194
H 2.6142 -0.6210 0.0804 -0.270 1.126 -1.424
C 1.2311 1.0943 -0.1161 -0.030 0.556 0.811
S -0.3414 -1.4749 0.1795 -5.489 -2.093 6.376
C 3.9004 1.1176 -0.3710 -0.568 -0.921 0.565
H 7.2784 0.1054 3.0901 -1.283 1.003 -0.608
C 1.3975 -4.5841 -1.9483 2.292 -0.897 -1.049
C -1.7696 4.7706 -3.2100 -0.066 1.873 -0.872
H 3.7296 0.1969 1.7404 0.644 0.928 -0.889
H -2.4354 4.0488 1.2277 1.680 0.730 -0.014
O -1.8577 -1.6596 0.2045 3.744 1.302 -1.735
H 6.5648 0.8087 0.4331 -0.940 -0.512 1.277
H -6.3723 0.6976 3.1771 -0.015 0.414 -1.619
F 2.4295 -2.4508 -2.4221 -1.842 -1.093 2.060
H -2.1171 0.2505 1.9286 0.289 1.512 -1.228
C 1.3337 3.0411 -2.0989 1.350 0.250 -0.038
O -8.7184 1.0571 2.3403 1.910 -3.036 -2.457
H 1.3371 -10.6656 0.7480 0.223 -0.035 0.051
C -6.0912 0.8448 2.0823 1.028 0.231 -0.005
H 0.0065 1.3638 -1.8510 0.737 1.066 1.005
H -6.2007 1.9385 1.7388 0.141 -1.598 0.917
O -1.5827 4.5166 -1.7981 0.104 -1.621 -0.065
F -0.5515 -6.0544 -1.6302 2.530 1.438 1.598
F 0.1054 -4.8779 0.2064 0.990 -0.764 -2.675
O -6.9404 0.0521 1.1953 -2.382 -0.288 1.601
H -2.3140 5.7845 -3.2834 0.776 -1.627 0.197
N -0.7420 2.6585 -0.4034 1.096 -1.287 -1.325
H 6.2279 2.8668 2.4869 0.475 -0.426 0.081
C 5.8944 0.3831 1.2604 -0.527 -0.373 1.247
C 6.4382 0.8026 2.7331 0.401 -0.019 -0.747
H 2.0374 -11.0431 -0.8391 0.184 -0.009 0.143
H 1.6360 1.5529 0.8648 -0.641 -0.062 -1.759
H 7.6690 2.2536 1.9371 -0.613 0.087 0.748
H -0.6924 3.6309 3.3172 -0.653 1.456 -0.621
C 4.3782 0.9311 1.1567 0.804 0.379 -0.242
H -1.8927 5.0244 3.5157 1.310 -0.262 -0.892
```
Positions in Å, forces in eV/Å.

Output
* highest occupied orbital energy: -3.2534 eV
* net charge: 0
* frontier orbital gap: 0.0534 hartree
* 2S+1: 1